Entry 1:
# C31H35N5O10P2Ti

C31H35N5O10P2Ti as an isolated structure (ωB97M-V with the def2-TZVPD basis set, the Open Molecules 2025 dataset).

CARTESIAN COORDINATES (ANGSTROEM)
Ti 0.571 -0.096 0.130
C 2.421 1.104 2.800
C 1.763 -0.223 3.039
C 2.066 -0.960 4.150
C 1.405 -2.178 4.408
C 0.399 -2.566 3.578
C 0.074 -1.764 2.457
N 0.822 -0.650 2.133
C -1.058 -1.982 1.626
C -1.993 -3.030 1.797
C -3.123 -3.067 1.035
C -3.365 -2.012 0.123
C -2.428 -1.030 -0.037
N -1.237 -1.045 0.635
C -2.689 0.164 -0.875
C -3.398 0.094 -2.066
C -3.644 1.276 -2.744
C -3.203 2.469 -2.200
C -2.501 2.451 -0.996
C -2.050 3.719 -0.337
N -2.235 1.308 -0.364
H 2.645 1.577 3.756
H 3.355 0.986 2.252
H 1.771 1.764 2.228
H 2.813 -0.584 4.837
H 1.668 -2.770 5.275
H -0.167 -3.463 3.780
H -1.815 -3.782 2.554
H -3.856 -3.852 1.167
H -4.301 -1.946 -0.413
H -3.726 -0.860 -2.457
H -4.184 1.269 -3.683
H -3.399 3.412 -2.693
H -2.860 4.451 -0.317
H -1.720 3.515 0.678
H -1.213 4.170 -0.869
C 4.121 3.429 -0.288
C 3.232 2.500 -1.114
O 3.512 2.780 -2.483
P 3.702 0.749 -0.765
O 5.091 0.829 0.007
O 4.128 0.008 -2.082
O 2.676 0.031 0.039
P 1.443 2.972 -0.760
O 0.771 2.943 -2.227
O 1.389 4.327 -0.186
O 0.746 1.841 0.005
H 5.162 3.283 -0.567
H 4.008 3.241 0.780
H 3.818 4.455 -0.485
H 2.862 2.295 -3.014
H 5.640 0.048 -0.142
H 3.308 -0.110 -2.629
H 0.792 3.836 -2.596
O 1.762 0.338 -3.000
C 0.606 -0.108 -2.916
O -0.049 -0.305 -1.855
H 0.082 -0.363 -3.854
C 0.022 -6.453 0.311
N 0.357 -5.379 -0.621
N 1.127 -4.355 -0.070
C 0.667 -3.138 -0.515
O 1.263 -2.078 -0.261
C -0.485 -3.416 -1.323
C -0.659 -4.756 -1.319
C -1.771 -5.555 -1.902
C 2.450 -4.614 0.379
C 3.175 -5.664 -0.171
C 4.465 -5.910 0.273
C 5.033 -5.104 1.248
C 4.304 -4.048 1.777
C 3.008 -3.797 1.355
H 0.938 -6.866 0.725
H -0.493 -7.237 -0.239
H -0.613 -6.087 1.122
H -1.068 -2.666 -1.826
H -2.368 -4.921 -2.553
H -2.424 -5.937 -1.114
H -1.397 -6.401 -2.479
H 2.734 -6.268 -0.953
H 5.029 -6.728 -0.156
H 6.041 -5.296 1.591
H 4.739 -3.410 2.537
H 2.443 -2.977 1.772

Force components x, y, z for each atom (eV/Å):
Ti -0.382 -0.205 0.551
C 0.027 0.037 0.016
C -0.135 0.000 -0.106
C 0.045 0.008 0.047
C 0.019 -0.008 0.015
C -0.059 0.062 -0.076
C 0.131 0.122 -0.003
N 0.012 -0.126 -0.092
C -0.084 0.040 -0.110
C 0.016 0.006 0.034
C 0.006 0.068 -0.029
C 0.009 -0.016 0.002
C 0.049 -0.010 0.059
N 0.495 0.101 -0.107
C -0.070 -0.006 -0.050
C 0.009 0.006 0.023
C -0.010 0.018 0.020
C 0.022 -0.007 -0.009
C -0.026 -0.044 0.010
C 0.030 0.052 -0.003
N -0.024 0.004 0.000
H 0.005 -0.005 0.006
H 0.003 -0.004 -0.003
H 0.004 -0.004 0.009
H -0.002 0.002 0.000
H -0.007 -0.009 -0.003
H -0.002 -0.008 -0.001
H -0.021 -0.009 -0.012
H 0.008 -0.008 0.005
H -0.002 0.000 0.008
H 0.000 -0.002 -0.005
H 0.006 -0.005 -0.005
H 0.000 -0.001 -0.002
H -0.009 -0.019 0.005
H 0.008 -0.015 0.001
H 0.005 -0.001 -0.009
C 0.013 0.023 -0.003
C 0.084 0.078 -0.111
O -0.037 -0.013 0.037
P -0.116 0.008 -0.051
O 0.047 0.001 0.055
O -0.046 0.003 0.007
O 0.090 -0.036 0.040
P -0.101 -0.108 0.092
O -0.058 0.020 -0.028
O 0.046 0.007 0.024
O -0.012 0.004 -0.138
H 0.007 0.002 0.005
H -0.009 -0.005 -0.002
H 0.001 -0.002 0.008
H 0.014 -0.001 -0.005
H -0.025 0.013 -0.009
H 0.031 -0.006 -0.022
H 0.017 -0.041 0.016
O 0.004 -0.035 -0.116
C 0.090 0.035 0.066
O 0.036 0.095 -0.182
H -0.049 0.023 0.027
C 0.022 0.001 0.002
N -0.002 -0.021 -0.029
N -0.042 0.019 0.035
C 0.134 -0.010 -0.087
O -0.204 -0.083 0.173
C 0.011 0.018 0.014
C -0.025 0.014 -0.004
C -0.011 0.009 0.007
C 0.013 -0.025 -0.013
C -0.008 0.021 -0.019
C 0.008 -0.002 0.027
C -0.004 0.008 -0.011
C -0.012 0.005 0.000
C 0.031 -0.009 0.022
H 0.012 0.004 0.001
H -0.002 0.003 0.004
H -0.004 -0.002 0.004
H -0.012 -0.005 -0.004
H 0.001 0.001 -0.004
H 0.000 -0.004 -0.003
H 0.011 -0.002 0.005
H -0.007 -0.011 0.003
H -0.002 -0.001 0.001
H 0.002 0.001 -0.001
H 0.009 -0.001 0.003
H -0.025 -0.008 -0.017

Gap between HOMO and LUMO (spin up / spin down) = 5.597 / 5.527 eV
LUMO level (spin up / spin down) = 0.006 / 0.004 hartree
E_HOMO (spin up / spin down) = -5.44 / -5.42 eV

Entry 2:
# C30H35N3O3S

One molecule with the formula C30H35N3O3S (ωB97M-V with the def2-TZVPD basis set, the Open Molecules 2025 dataset).

CARTESIAN COORDINATES (ANGSTROEM)
C 2.751 4.662 -0.170
N 2.478 3.253 -0.319
C 3.484 2.347 -0.517
O 4.675 2.611 -0.664
C 2.832 0.967 -0.575
C 3.145 0.144 0.688
C 4.551 -0.403 0.623
C 4.836 -1.448 -0.264
C 6.161 -1.865 -0.442
C 7.191 -1.251 0.278
C 6.894 -0.240 1.203
C 5.573 0.171 1.385
N 1.422 1.314 -0.722
C 0.512 0.318 -0.928
C -0.784 0.337 -0.561
C -1.644 -0.896 -0.528
C -3.131 -0.567 -0.331
C -3.995 -1.404 0.366
C -5.312 -1.063 0.618
C -5.845 0.146 0.108
N -7.158 0.490 0.259
C -8.051 -0.154 1.196
C -7.679 1.703 -0.337
C -4.975 0.987 -0.636
C -3.659 0.612 -0.885
C 1.148 2.666 -0.210
C 0.690 2.624 1.262
C 0.130 3.438 -1.053
H 3.811 4.797 0.064
H 2.525 5.207 -1.098
H 2.135 5.077 0.634
H 3.173 0.441 -1.483
H 3.029 0.802 1.563
H 2.414 -0.673 0.774
H 4.019 -1.910 -0.823
H 6.379 -2.665 -1.152
H 8.227 -1.558 0.121
H 7.691 0.240 1.775
H 5.322 0.965 2.095
H 0.940 -0.568 -1.408
H -1.257 1.256 -0.209
H -1.507 -1.487 -1.448
H -3.667 -2.352 0.760
H -5.922 -1.741 1.207
H -7.767 -1.194 1.370
H -8.079 0.372 2.165
H -9.063 -0.124 0.778
H -7.333 1.792 -1.376
H -8.772 1.649 -0.325
H -7.356 2.601 0.217
H -5.329 1.947 -1.019
H -3.031 1.262 -1.496
H 1.528 2.374 1.923
H 0.311 3.614 1.545
H -0.104 1.885 1.403
H 0.521 3.565 -2.070
H -0.825 2.910 -1.102
H -0.037 4.424 -0.599
C 2.290 -4.868 -0.760
C 1.782 -3.954 -1.681
C 0.722 -3.109 -1.325
C 0.222 -3.159 -0.022
S -1.017 -2.033 0.715
O -2.008 -3.004 1.154
O -0.334 -1.227 1.705
C 0.633 -4.169 0.848
C 1.694 -5.004 0.495
H 3.146 -5.491 -1.020
H 2.208 -3.891 -2.683
H 0.279 -2.438 -2.059
H 0.124 -4.306 1.798
H 2.044 -5.749 1.205

Force components x, y, z for each atom (eV/Å):
C -0.182 0.207 -0.084
N 0.667 -0.260 -0.036
C 0.533 0.307 -0.555
O -1.205 -0.256 0.369
C -0.099 0.219 -0.497
C 0.136 -0.048 0.150
C 0.011 -0.091 0.104
C 0.507 0.251 0.172
C -0.237 0.142 0.140
C -0.183 0.128 0.115
C -0.105 -0.185 -0.108
C 0.041 -0.141 -0.308
N 0.414 0.394 -0.457
C -0.667 0.151 0.486
C 0.074 0.131 -0.424
C -0.354 0.052 -1.350
C 0.136 0.087 -0.315
C -0.765 0.043 0.245
C -0.156 0.714 -0.414
C 0.689 -0.107 -0.152
N -0.785 0.155 -0.093
C 0.029 0.014 0.114
C 0.282 -0.017 0.063
C -0.038 -0.233 -0.023
C 0.027 -0.230 0.544
C -0.267 -0.453 0.446
C 0.032 0.241 0.112
C 0.312 0.034 -0.212
H -0.251 -0.109 -0.042
H 0.066 -0.052 0.197
H 0.151 -0.010 -0.056
H 0.021 0.116 0.365
H -0.014 -0.325 -0.159
H 0.081 0.202 -0.016
H 0.253 0.068 0.104
H 0.009 0.214 0.215
H -0.308 0.068 0.054
H -0.217 -0.205 -0.200
H 0.175 -0.237 -0.275
H 0.008 0.212 0.447
H 0.295 -0.644 0.270
H -0.207 0.123 0.057
H -0.119 0.323 -0.145
H 0.159 0.124 -0.184
H -0.170 0.229 -0.055
H 0.052 -0.149 -0.089
H 0.156 -0.174 0.130
H -0.217 0.029 0.207
H 0.228 0.109 -0.056
H -0.142 -0.078 -0.165
H 0.170 -0.438 0.087
H -0.137 -0.120 0.213
H -0.222 -0.002 -0.184
H 0.039 -0.226 0.090
H 0.160 0.171 0.039
H -0.158 -0.020 0.168
H 0.183 0.186 -0.005
H 0.018 -0.252 -0.190
C 0.009 0.051 0.020
C -0.184 0.040 0.079
C 0.157 -0.037 0.303
C -0.202 0.223 -0.502
S 0.689 -1.250 1.251
O 0.774 0.434 0.064
O -0.233 -0.458 -0.113
C 0.352 -0.008 0.116
C -0.319 0.328 -0.164
H -0.239 0.128 -0.004
H -0.139 -0.036 0.242
H 0.294 -0.090 0.130
H 0.187 0.185 -0.091
H -0.054 0.106 -0.185

SMILES = CN(C)c1ccc([C@@H](/C=C/N2[C@H](Cc3ccccc3)C(=O)N(C)C2(C)C)S(=O)(=O)c2ccccc2)cc1
Gap between HOMO and LUMO = 8.085 eV
LUMO level = 0.022 hartree
E_HOMO = -7.48 eV

Entry 3:
# C14H40BClN2NbO9P2

C14H40BClN2NbO9P2 as an isolated structure (ωB97M-V with the def2-TZVPD basis set, the Open Molecules 2025 dataset).

CARTESIAN COORDINATES (ANGSTROEM)
C 5.004 2.093 -1.838
C 4.571 1.440 -3.143
O 5.336 0.306 -3.536
C 5.668 -0.619 -2.530
C 4.492 -1.203 -1.737
O 3.334 -1.190 -2.511
C 2.145 -1.542 -1.776
Nb 0.290 -0.430 -2.600
N -1.443 0.586 -2.994
O 1.266 0.246 -4.124
C 1.122 1.414 -4.889
C 0.350 1.135 -6.187
P -1.072 -1.395 -0.598
N -2.458 -1.980 -1.199
B 1.040 1.084 -0.937
O 0.863 1.000 0.443
O 1.724 2.191 -1.437
C 1.315 3.507 -1.128
P -0.272 -2.802 -3.551
O -1.889 -2.804 -3.661
Cl -0.011 -4.442 -2.237
H 4.600 1.586 -0.960
H 4.598 3.107 -1.807
H 6.092 2.154 -1.762
H 3.512 1.171 -3.104
H 4.703 2.155 -3.958
H 6.387 -0.194 -1.813
H 6.190 -1.422 -3.053
H 4.335 -0.662 -0.791
H 4.764 -2.235 -1.451
H 2.303 -1.281 -0.719
H 2.020 -2.632 -1.808
H -1.816 0.442 -3.930
H -1.553 1.576 -2.797
H 2.124 1.788 -5.132
H 0.637 2.210 -4.312
H 0.967 1.280 -7.074
H -0.512 1.798 -6.289
H -0.020 0.109 -6.176
H -0.338 -2.338 0.167
H -1.367 -0.446 0.420
H -2.570 -2.975 -1.030
H 0.324 1.676 0.866
H 0.277 3.681 -1.434
H 1.417 3.732 -0.060
H 1.952 4.197 -1.682
H -2.284 -2.234 -2.935
C -0.597 -0.366 3.700
O -1.991 -0.569 3.693
C -2.390 -1.918 3.828
C -3.600 -2.057 4.723
O -3.369 -1.790 6.100
C -3.165 -0.453 6.514
C -4.404 0.418 6.503
O -4.824 0.725 5.190
C -6.214 0.688 4.986
H -0.146 -0.643 2.741
H -0.424 0.696 3.875
H -0.106 -0.936 4.499
H -1.567 -2.527 4.220
H -2.662 -2.313 2.840
H -3.889 -3.111 4.696
H -4.432 -1.471 4.331
H -2.357 0.030 5.960
H -2.855 -0.533 7.560
H -4.158 1.350 7.032
H -5.205 -0.085 7.058
H -6.665 -0.193 5.457
H -6.383 0.634 3.911
H -6.711 1.585 5.375

Force components x, y, z for each atom (eV/Å):
C -0.126 0.123 0.017
C -0.162 0.006 -0.045
O 0.208 0.181 0.116
C -0.029 -0.196 -0.006
C 0.056 -0.200 0.025
O -0.112 0.157 -0.046
C 0.128 0.175 0.550
Nb 0.186 -0.405 -1.508
N 0.542 0.731 0.009
O -0.343 0.328 0.311
C 0.487 0.027 -0.385
C -0.171 0.197 0.016
P -0.027 0.353 -0.152
N -0.195 -0.176 -0.150
B 0.196 -0.489 0.254
O -0.370 -0.053 -0.062
O -0.542 0.050 -0.518
C 0.243 0.010 0.260
P -0.142 -0.168 0.145
O 0.153 0.500 -0.794
Cl 0.168 -0.034 0.243
H 0.116 -0.107 -0.037
H 0.052 0.000 -0.019
H -0.016 0.038 -0.006
H 0.086 -0.012 0.082
H 0.034 -0.041 -0.025
H -0.028 0.022 -0.004
H -0.065 0.019 -0.075
H -0.050 0.121 -0.103
H -0.018 0.038 0.071
H 0.028 -0.197 0.023
H 0.024 0.025 0.034
H -0.014 -0.129 0.058
H -0.392 -0.141 0.281
H -0.015 -0.026 0.024
H -0.097 -0.162 0.088
H 0.043 -0.137 0.035
H -0.003 -0.030 0.033
H 0.061 -0.003 -0.036
H -0.065 0.033 0.140
H 0.058 -0.192 0.238
H -0.048 0.037 0.166
H 0.244 0.079 0.008
H 0.014 -0.001 0.031
H -0.042 0.000 -0.022
H 0.003 -0.006 0.014
H -0.079 -0.378 0.805
C 0.081 -0.036 -0.242
O -0.062 0.105 0.362
C 0.012 -0.057 -0.245
C -0.007 -0.053 -0.075
O -0.024 -0.059 0.065
C 0.029 0.060 0.052
C -0.023 0.121 0.073
O 0.066 -0.156 -0.076
C -0.037 0.071 0.016
H 0.023 0.001 0.012
H -0.007 0.007 -0.035
H -0.048 0.003 0.026
H -0.009 0.036 0.054
H 0.075 -0.064 0.011
H -0.045 0.016 -0.009
H 0.074 0.102 0.030
H -0.082 -0.024 -0.115
H 0.049 0.015 -0.016
H -0.060 -0.027 0.062
H 0.005 -0.038 -0.043
H 0.007 -0.008 -0.023
H -0.004 0.032 0.001
H 0.009 -0.015 0.034

Gap between HOMO and LUMO = 6.404 eV
LUMO level = 0.087 hartree
Charge = -1
E_HOMO = -4.03 eV

Entry 4:
# C3H5O4Pt

C3H5O4Pt as an isolated structure (ωB97M-V with the def2-TZVPD basis set, the Open Molecules 2025 dataset).

CARTESIAN COORDINATES (ANGSTROEM)
O -0.224 -0.910 2.031
C -0.049 -1.554 1.004
O 0.198 -1.093 -0.158
O -0.103 -2.913 1.030
H 0.112 -3.220 1.918
C -0.221 1.559 -1.349
O -0.758 0.605 -1.905
C 0.447 1.495 -0.029
H -0.354 2.566 -1.788
H 1.437 1.031 -0.252
H -0.257 1.086 0.711
H 0.636 2.525 0.311
Pt -0.864 -1.178 -1.523

Force components x, y, z for each atom (eV/Å):
O 0.459 -0.509 -1.583
C -0.919 -0.699 4.916
O 5.289 -0.352 4.236
O 0.495 -0.080 -0.762
H -0.320 0.229 0.152
C 2.210 6.658 2.356
O -2.562 -0.841 -4.826
C 0.339 1.035 -0.452
H -0.318 -0.658 0.030
H -0.588 -0.221 1.326
H 0.938 -0.469 0.078
H 0.056 -0.263 -0.293
Pt -5.078 -3.830 -5.177

Gap between HOMO and LUMO (spin up / spin down) = 4.126 / 7.512 eV
2S+1 = 4
LUMO level (spin up / spin down) = -0.050 / -0.097 hartree
⟨S²⟩ = 3.7627
E_HOMO (spin up / spin down) = -5.49 / -10.15 eV

Entry 5:
# C4H9N2

An isolated ion of composition C4H9N2 and charge +1 (ωB97M-V with the def2-TZVPD basis set, the Open Molecules 2025 dataset).

CARTESIAN COORDINATES (ANGSTROEM)
C -0.138 -1.285 0.128
C -0.969 -0.109 0.497
C 0.321 0.800 0.482
C 0.215 1.981 -0.463
N 1.191 -0.343 0.019
N -0.272 -2.538 -0.204
H -1.676 0.115 -0.266
H -1.516 -0.067 1.544
H 0.593 1.139 1.511
H 0.185 1.634 -1.546
H 1.122 2.603 -0.549
H -0.538 2.803 -0.426
H 2.220 -0.520 0.186
H -1.169 -3.155 -0.056
H 0.432 -3.056 -0.859

Force components x, y, z for each atom (eV/Å):
C 5.355 2.263 -0.550
C 0.454 0.454 2.795
C -0.525 0.496 0.803
C 1.067 0.936 -2.949
N -4.655 -2.906 0.332
N -0.513 -2.301 -1.302
H -0.659 0.182 -0.661
H 1.127 -0.563 -2.126
H -0.189 -0.367 -0.747
H -0.379 -0.062 1.239
H 0.155 -0.523 0.710
H -0.126 -1.242 0.879
H -1.855 -0.037 -0.160
H 2.019 2.165 -0.265
H -1.275 1.506 2.001

SMILES = C[C@H]1CC(=[NH2+])N1
Gap between HOMO and LUMO = 10.037 eV
LUMO level = -0.166 hartree
Charge = +1
E_HOMO = -14.55 eV

Entry 6:
# C4H6N2

C4H6N2 as an isolated structure (ωB97M-V with the def2-TZVPD basis set, the Open Molecules 2025 dataset).

CARTESIAN COORDINATES (ANGSTROEM)
N -0.528 -1.540 0.561
C 0.100 0.438 -0.980
C -0.824 -0.257 0.030
C -0.162 1.033 0.400
N 1.266 0.811 0.774
C 1.488 0.415 -0.433
H -1.315 -2.084 0.866
H -0.229 0.718 -1.973
H -1.871 -0.130 -0.252
H -0.620 1.989 0.633
H 0.234 -1.534 1.228
H 2.458 0.143 -0.853

Force components x, y, z for each atom (eV/Å):
N 0.403 -0.109 0.047
C 0.021 0.166 -0.342
C -0.008 0.128 -0.086
C -0.396 0.132 0.205
N 0.064 -0.093 -0.480
C 0.263 -0.039 0.225
H -0.073 0.182 0.182
H 0.010 0.127 0.168
H 0.232 -0.059 0.014
H -0.085 -0.255 0.013
H -0.247 -0.058 -0.050
H -0.185 -0.123 0.106

Gap between HOMO and LUMO = 10.053 eV
LUMO level = 0.041 hartree
E_HOMO = -8.95 eV

Entry 7:
# CH6N3

A 2-piece molecular cluster, CH6N3 overall (ωB97M-V with the def2-TZVPD basis set, the Open Molecules 2025 dataset).

CARTESIAN COORDINATES (ANGSTROEM)
C 1.073 0.088 -0.334
N -0.133 0.087 0.153
N 2.110 -0.195 0.381
N -2.803 -0.044 0.057
H 1.021 0.346 -1.472
H -0.175 -0.179 1.227
H 2.008 -0.251 1.343
H 3.050 -0.353 -0.109
H -2.927 0.691 0.752
H -2.741 -0.994 0.577

Force components x, y, z for each atom (eV/Å):
C -3.456 1.027 -3.905
N 0.410 -1.197 4.251
N 3.366 -0.227 -2.930
N 1.440 -1.790 0.235
H 1.056 -0.640 2.051
H -0.862 0.822 -2.726
H 0.307 -0.365 2.057
H -1.939 0.441 1.382
H -0.091 0.090 0.375
H -0.233 1.839 -0.790

Gap between HOMO and LUMO (spin up / spin down) = 9.965 / 6.780 eV
LUMO level (spin up / spin down) = -0.223 / -0.322 hartree
Charge = +1
E_HOMO (spin up / spin down) = -16.03 / -15.55 eV

no.,maximum force (eV Å⁻¹),energy (eV)
1,0.70,-102343.7959
2,1.90,-53124.7774
3,1.57,-69900.1958
4,8.20,-14620.7648
5,5.84,-7265.1800
6,0.49,-7222.3673
7,5.31,-5592.3262